(1)
DFT (the ωB97M-V functional and the def2-TZVPD basis) results for C26H55AsFINO2S2 as an isolated structure.

XYZ file:
```
89
Properties=species:S:1:pos:R:3:lowdin_charge:R:1
C 0.830 -2.106 2.661 -0.089
C 1.134 -3.529 2.152 -0.232
C 1.731 -3.572 0.735 -0.211
C 1.021 -4.557 -0.187 -0.209
C -0.313 -4.087 -0.794 -0.207
C -0.417 -2.607 -1.114 -0.207
C 0.549 -2.148 -2.218 -0.144
C 1.513 -1.016 -1.796 -0.178
N 1.715 -0.013 -2.828 -0.230
C 3.042 0.092 -3.427 -0.186
C 4.275 -0.016 -2.528 -0.205
C 4.302 0.816 -1.267 -0.244
C 5.514 0.460 -0.426 -0.197
C 5.777 1.333 0.825 -0.208
C 4.771 2.431 1.118 -0.206
C 3.462 1.987 1.818 -0.234
C 3.420 0.548 2.319 -0.111
C 0.972 1.169 -2.728 -1.052
S 1.245 2.411 -1.756 0.822
S -0.454 1.224 -3.852 0.845
C -1.900 0.892 -2.771 -0.465
C -2.746 2.144 -2.505 -0.314
C -2.596 2.809 -1.153 -0.372
As -3.366 1.944 0.506 0.780
I -5.228 4.017 0.641 0.193
C -4.606 0.662 -0.493 -0.376
C -5.889 1.156 -1.149 -0.237
C -1.872 0.554 0.605 -0.322
O -0.609 1.023 0.145 -0.321
O 0.039 1.664 1.232 -0.073
C -4.047 1.155 2.290 -0.490
F -3.249 1.708 3.312 -0.110
C -5.488 1.327 2.699 -0.321
C -5.899 0.229 3.703 -0.113
H -0.084 -2.083 3.243 0.069
H 0.694 -1.436 1.819 0.051
H 1.638 -1.729 3.275 0.056
H 1.856 -3.963 2.838 0.095
H 0.244 -4.148 2.210 0.096
H 1.789 -2.571 0.323 0.075
H 2.757 -3.923 0.825 0.104
H 1.690 -4.917 -0.963 0.097
H 0.799 -5.433 0.420 0.100
H -1.128 -4.377 -0.134 0.103
H -0.469 -4.636 -1.721 0.106
H -0.279 -2.008 -0.217 0.084
H -1.435 -2.428 -1.452 0.105
H 0.027 -1.841 -3.116 0.099
H 1.150 -3.010 -2.511 0.103
H 1.083 -0.535 -0.917 0.101
H 2.455 -1.467 -1.504 0.106
H 3.146 -0.686 -4.184 0.114
H 3.082 1.031 -3.973 0.115
H 4.409 -1.066 -2.264 0.102
H 5.127 0.226 -3.164 0.113
H 3.397 0.600 -0.701 0.082
H 4.251 1.869 -1.526 0.096
H 5.413 -0.580 -0.122 0.105
H 6.391 0.495 -1.071 0.102
H 6.748 1.805 0.692 0.097
H 5.897 0.680 1.680 0.088
H 5.262 3.157 1.762 0.098
H 4.511 2.978 0.219 0.092
H 3.298 2.621 2.686 0.099
H 2.595 2.146 1.183 0.068
H 2.477 0.389 2.837 0.057
H 3.467 -0.186 1.520 0.065
H 4.198 0.372 3.055 0.069
H -1.531 0.383 -1.886 0.041
H -2.482 0.170 -3.332 0.061
H -2.427 2.872 -3.249 0.082
H -3.777 1.925 -2.770 0.083
H -1.545 3.049 -1.006 0.037
H -3.093 3.770 -1.217 -0.009
H -2.450 2.914 1.367 -0.009
H -4.051 0.082 -1.227 0.046
H -4.907 -0.070 0.258 0.054
H -6.684 1.362 -0.444 0.029
H -5.741 2.023 -1.783 0.026
H -6.260 0.369 -1.813 0.060
H -2.149 -0.323 0.021 0.063
H -1.755 0.236 1.635 0.070
H -0.613 2.339 1.498 0.061
H -3.824 0.088 2.314 0.092
H -6.169 1.260 1.858 0.064
H -5.627 2.279 3.193 0.068
H -5.206 0.186 4.536 0.066
H -6.920 0.368 4.047 0.060
H -5.880 -0.731 3.188 0.062
```

Output
- charge = -1


(2)
DFT (the ωB97M-V functional and the def2-TZVPD basis) results for a 2-piece molecular cluster, C4H14Br2N2O2PS2 overall.

XYZ file:
```
27
Properties=species:S:1:pos:R:3:nbo_charge:R:1
C 3.343 0.723 -0.428 -0.419
N 2.405 0.309 -1.480 -0.662
C 2.069 -1.066 -1.522 -0.305
S 0.374 -1.311 -0.766 0.616
N -0.038 -2.883 -1.146 -0.959
P -1.022 -0.167 -2.143 1.639
O -1.805 0.627 -1.028 -1.008
O -0.068 0.922 -2.746 -0.979
S -1.872 -1.325 -3.335 -0.362
H 4.384 0.582 -0.723 0.207
H 3.150 0.141 0.472 0.205
H 3.187 1.771 -0.182 0.222
H 2.665 0.649 -2.395 0.401
H 2.014 -1.494 -2.524 0.242
H 2.703 -1.692 -0.890 0.229
H 0.689 -3.388 -1.644 0.408
H -0.302 -3.390 -0.309 0.415
H -2.125 0.104 -0.267 0.526
H 0.481 1.401 -2.108 0.532
Br -2.919 0.646 5.269 0.028
C -2.161 1.538 3.729 -0.473
C -2.859 1.148 2.453 -0.418
Br -2.420 -0.692 1.932 -0.034
H -1.105 1.289 3.709 0.229
H -2.280 2.607 3.892 0.245
H -2.550 1.785 1.627 0.228
H -3.940 1.166 2.551 0.245
```

Output
- charge = +1


(3)
DFT (the ωB97M-V functional and the def2-TZVPD basis) results for one molecule with the formula C15H21FN2O3S.

XYZ file:
```
43
Properties=species:S:1:pos:R:3:nbo_charge:R:1
C 0.162 2.334 2.193 -0.227
O -0.521 1.432 0.925 -0.545
C -1.052 2.261 0.115 0.846
O -1.137 3.420 0.229 -0.622
C -1.626 1.519 -1.181 -0.132
C -2.837 0.797 -0.575 -0.427
C -2.595 -0.403 0.464 -0.615
S -3.735 -1.650 0.319 0.375
C -3.095 -2.608 -0.625 -0.874
N -0.686 0.569 -1.642 -0.621
C 0.737 0.811 -1.593 0.763
O 1.099 2.020 -0.986 -0.717
N 1.349 0.100 -2.441 -0.604
C 2.905 0.045 -2.117 -0.137
C 3.340 -1.367 -1.183 -0.397
C 2.639 -1.123 0.203 -0.164
C 3.409 -0.262 1.080 -0.133
C 2.692 -0.198 2.509 -0.154
C 1.444 -0.829 2.556 -0.207
C 0.713 -1.417 1.800 -0.225
C 1.424 -1.496 0.460 0.403
F 0.700 -2.235 -0.401 -0.353
H -0.328 3.197 2.390 0.206
H 1.245 2.755 1.720 0.223
H 0.278 1.615 2.916 0.184
H -1.915 2.186 -1.977 0.212
H -3.436 0.332 -1.230 0.198
H -3.698 1.441 -0.211 0.224
H -1.615 -0.770 0.348 0.227
H -2.585 0.364 1.518 0.253
H -2.057 -2.782 -0.703 0.235
H -3.354 -1.969 -1.733 0.143
H -3.568 -3.637 -0.753 0.272
H -0.974 -0.055 -2.222 0.363
H 1.049 -1.043 -2.751 0.417
H 3.159 0.897 -1.839 0.197
H 3.297 -0.183 -3.003 0.177
H 2.918 -2.184 -1.583 0.206
H 4.425 -1.239 -1.071 0.228
H 4.306 0.239 0.920 0.211
H 3.243 0.118 3.167 0.171
H 1.125 -0.725 3.615 0.195
H -0.130 -1.803 1.575 0.227
```

Output
- energy above the lowest of the compared OMol25 structures with the same formula, charge and spin (kcal per mole) = 348.1
- SMILES = COC(=O)[C@H](CCSC)NC(=O)NCCc1ccccc1F


Respective HOMO-LUMO gap values: 6.50, 9.22, 7.95 eV.
Respective HOMO energy values: -4.54, -12.70, -7.65 eV.